(1)
{"formula": "C2H5NOP2", "method": "ωB97M-V with the def2-TZVPD basis set", "e_homo_ev": -8.86, "charge": 0, "e_above_lowest_kj_mol": 130.43, "total_energy_ev": -24267.744, "species": ["H", "H", "C", "N", "P", "H", "O", "H", "P", "C", "H"], "xyz": [[-0.331410, -1.000356, -2.309714], [1.383964, 2.635636, -0.229071], [-1.041168, -0.192006, 0.747443], [1.058497, 0.446867, -1.094252], [1.234533, 1.298335, 0.244342], [-1.644894, -2.135841, 0.154015], [1.851745, 1.034205, 1.507589], [-1.818874, -0.158043, 1.508384], [0.535860, -1.199788, -1.140624], [-0.919049, -1.264251, -0.032441], [-0.309203, 0.535243, 0.644328]], "atomic_forces_ev_per_a": [[0.71, -0.38, 0.57], [-0.36, -0.36, 0.52], [-2.51, -3.11, 0.58], [-0.64, 0.67, 2.67], [1.80, -0.21, -5.79], [1.47, 1.25, -0.80], [0.29, -0.24, 2.32], [0.34, 0.53, -0.05], [-0.24, -0.02, -1.79], [-0.67, 0.43, 1.22], [-0.18, 1.43, 0.55]], "mulliken_charge": [0.0502, 0.1321, -0.1233, -0.3874, 0.4928, 0.3119, -0.5267, 0.2803, -0.0525, -0.0218, -0.1555]}

(2)
{"formula": "C2H5NOP2", "method": "ωB97M-V with the def2-TZVPD basis set", "e_homo_ev": [-9.02, -8.85], "charge": 0, "e_above_lowest_kj_mol": 323.77, "total_energy_ev": -24265.740, "species": ["C", "H", "N", "H", "O", "C", "H", "H", "P", "H", "P"], "xyz": [[1.318150, -0.857722, -1.793284], [-0.717845, 0.035233, -1.487892], [-0.956713, 0.549767, 1.077677], [-2.168047, 2.063882, 2.236632], [0.866563, -2.009463, -1.185538], [0.279725, -0.013559, -1.066412], [1.195769, -0.850299, -2.881857], [2.349594, -0.599120, -1.521197], [-1.794624, 0.734696, 2.485293], [-0.800008, 1.065289, 3.424209], [0.427435, -0.118705, 0.712368]], "atomic_forces_ev_per_a": [[0.67, 0.38, -0.49], [-0.01, 0.32, -0.10], [0.75, -0.53, -0.73], [-0.23, 0.21, 0.21], [-0.95, 1.88, 0.21], [0.62, -3.10, 0.04], [-0.01, 0.03, 0.08], [-0.07, 0.03, -0.07], [-0.51, 0.09, 0.43], [0.22, 0.08, 0.30], [-0.48, 0.61, 0.12]], "mulliken_charge": [-0.1836, 0.3605, -0.1430, 0.0542, -0.4147, -0.2445, 0.2581, 0.2455, -0.0738, 0.0256, 0.1156]}

(3)
{"formula": "C2H5NOS", "method": "ωB97M-V with the def2-TZVPD basis set", "e_homo_ev": -8.76, "charge": 0, "e_above_lowest_kj_mol": 491.05, "total_energy_ev": -16523.292, "species": ["H", "H", "C", "H", "C", "O", "H", "S", "N", "H"], "xyz": [[1.969520, 1.822538, -1.053189], [0.236946, 1.681763, 0.737517], [0.541917, 1.679454, -0.604870], [-0.489364, -2.463603, -0.380128], [-0.113380, -0.403120, -0.180546], [0.010942, 0.638941, -1.087637], [-0.429085, -1.356286, -1.736709], [0.043852, -0.333881, 1.397569], [-0.639298, -1.414183, -0.770307], [-0.173334, 2.787432, -1.122841]], "atomic_forces_ev_per_a": [[-4.23, -0.30, 1.70], [1.76, 0.37, -4.00], [2.27, 9.36, 2.38], [-0.60, 3.83, -0.89], [-0.36, 1.96, 0.64], [-1.60, -5.29, -1.18], [-0.34, -0.38, -1.39], [0.73, 0.20, 2.52], [-0.19, -6.46, -1.25], [2.57, -3.29, 1.48]], "mulliken_charge": [0.1802, 0.2774, -0.6010, 0.3194, 0.4885, -0.2306, 0.2647, -0.4613, -0.4094, 0.1722]}

(4)
{"formula": "C2H5NOS", "method": "ωB97M-V with the def2-TZVPD basis set", "e_homo_ev": -8.44, "charge": 0, "e_above_lowest_kj_mol": 618.83, "total_energy_ev": -16521.968, "species": ["H", "O", "C", "H", "C", "H", "S", "N", "H", "H"], "xyz": [[-1.733987, 1.286599, 0.252723], [-1.570610, -0.405050, -0.744151], [-1.192702, 0.448011, 0.315356], [1.584820, -1.502157, -0.835943], [1.019418, 0.715437, -0.114690], [-0.564398, -1.349832, 0.684081], [1.805038, -0.845520, 0.388312], [-1.434675, -0.836457, 0.648728], [0.889174, 0.965263, -1.089615], [1.197924, 1.523702, 0.495198]], "atomic_forces_ev_per_a": [[-2.07, 3.15, 1.29], [0.26, -0.24, -0.27], [5.97, -1.75, -3.38], [0.27, 0.67, 1.32], [-3.35, -3.00, 2.95], [0.72, -0.20, 0.17], [-0.92, 0.69, -2.04], [-1.79, -1.02, 1.37], [0.00, 0.21, -2.86], [0.92, 1.50, 1.45]], "mulliken_charge": [0.3882, -0.3027, 0.0849, 0.1854, -0.7777, 0.2911, -0.2351, -0.4315, 0.3968, 0.4007]}